Below is an isolated molecule of C5H7NO in a non-equilibrium geometry, with properties calculated with the ωB97M-V functional and the def2-TZVPD basis.

Structure (XYZ):
```
14
Properties=species:S:1:pos:R:3:nbo_charge:R:1
O -1.7376 -1.2562 -0.2868 -0.6957
C -1.1280 -0.2799 0.5160 0.0591
C 0.2635 -0.5473 1.0174 -0.1308
C 1.2345 -0.0528 -0.0285 -0.0933
C 0.4620 0.5233 -1.1898 -0.4529
C -0.5498 1.0000 -0.1389 -0.1549
N 0.7516 0.8295 1.0288 -0.3567
H -1.0701 -1.6232 -0.8819 0.4658
H -1.8480 -0.0354 1.2971 0.1969
H 0.5710 -1.2158 1.8127 0.2074
H 2.2759 -0.3513 -0.0085 0.2047
H 0.1077 -0.1909 -1.9466 0.2035
H 0.9624 1.3491 -1.6962 0.2265
H -0.2951 1.8511 0.5052 0.3204
```

The value obtained for the energy above the lowest of the compared OMol25 structures with the same formula, charge and spin is 123.46 kcal/mol. As for the net charge: 0. As for the SMILES: O[C@H]1[C@H]2[C@H]3C[C@@H]1N23. The calculated total energy comes out at -324.52773 Eh. The calculation puts the highest occupied orbital energy at -8.9 eV. The frontier orbital gap comes out at 9.751 eV.